(1)
C5H9FO2 | wB97M-V/def2-TZVPD

Last column: natural (NBO) charge in e.
Geometry (Å):
C (1.232531, 0.843313, -0.002690)  -0.148
C (-0.114495, 1.112047, -1.004314)  0.163
C (-0.041606, -0.350002, 1.433920)  0.904
C (-0.038807, 0.102851, -2.224653)  -0.665
C (-0.751787, -1.565366, 1.845674)  -0.709
O (0.827050, -0.374479, 0.518127)  -0.396
O (-1.129493, 1.045788, -0.203267)  -0.757
F (-0.124819, 0.609196, 2.414073)  -0.313
H (2.075783, 0.671205, -0.624059)  0.203
H (1.118444, 1.618085, 0.625870)  0.202
H (0.025632, 2.215137, -1.239064)  0.145
H (-0.146607, -0.961496, -1.802285)  0.204
H (0.750302, 0.403811, -2.902016)  0.204
H (-0.886618, 0.301471, -2.712490)  0.212
H (-1.746718, -1.452855, 2.143703)  0.264
H (-0.331554, -1.836370, 2.725295)  0.238
H (-0.717238, -2.382333, 1.008176)  0.248

Forces on atoms 1 to 2 (eV/Å):
C -1.646 -1.548 -4.157
C 1.698 0.776 0.072

Energy relative to the best compared isomer or geometry (same formula, charge and spin)   404.7 kJ/mol
Strongest force on any atom   4.73 eV Å⁻¹
Highest occupied orbital energy (spin up / spin down)   -8.148 / -8.148 eV
Orbital gap (spin up / spin down)   0.31605 / 0.31608 Eh
Charge   0
LUMO level (spin up / spin down)   0.45 / 0.45 eV

=====

(2)
C5H9FSi | wB97M-V/def2-TZVPD

Last column: natural (NBO) charge in e.
Geometry (Å):
C (-1.498659, -2.174905, 0.960059)  -0.227
C (-0.908628, -1.229173, 0.535347)  -0.357
C (-2.186829, -3.235658, 1.627767)  -0.694
C (1.110307, 2.349461, 0.649734)  -1.137
C (0.868824, 1.332926, -2.434256)  -1.108
F (2.769511, 0.424447, -0.699907)  -0.663
Si (1.217959, 0.911270, -0.587109)  1.972
H (-2.673900, -2.706568, 2.487378)  0.237
H (-2.793636, -3.750026, 0.860356)  0.231
H (-1.434554, -4.062110, 2.028142)  0.220
H (0.172697, 2.776416, 0.587332)  0.251
H (1.279047, 2.134373, 1.673836)  0.268
H (1.878466, 3.024768, 0.348709)  0.249
H (1.588887, 0.844644, -2.921090)  0.241
H (-0.214573, 0.975062, -2.651308)  0.270
H (0.825080, 2.385072, -2.464991)  0.246

Forces on atoms 1 to 2 (eV/Å):
C 0.276 -0.629 0.282
C 2.754 3.231 -1.806

Energy relative to the best compared isomer or geometry (same formula, charge and spin)   405.2 kJ/mol
Strongest force on any atom   6.65 eV Å⁻¹
Highest occupied orbital energy   -8.363 eV
Orbital gap   0.25854 Eh
Charge   0
LUMO level   -1.33 eV

=====

(3)
C5H9FeMgO4 | wB97M-V/def2-TZVPD

Last column: Löwdin spin population.
Geometry (Å):
O (-0.290998, 1.594024, -0.783308)  0.005
C (0.344885, 2.100696, 0.331353)  0.004
C (0.846019, 0.980860, 1.230343)  0.017
O (1.438651, -0.031088, 0.411683)  0.180
C (2.732927, 0.272521, -0.097442)  0.047
Fe (0.544820, -1.821235, -0.023937)  4.382
H (-0.184275, 2.825307, 0.979619)  0.001
H (1.228358, 2.667024, -0.027601)  0.000
H (0.031911, 0.527012, 1.813098)  0.003
H (1.578488, 1.361064, 1.960131)  0.002
H (3.213209, -0.642328, -0.464404)  0.035
H (2.631568, 0.947453, -0.957607)  0.002
H (3.342232, 0.728891, 0.696182)  0.002
O (-3.392521, -0.389338, -1.437894)  0.005
C (-3.653063, -1.596718, -1.124464)  0.011
C (-2.460842, -2.317546, -0.499957)  0.033
O (-1.323223, -1.527477, -0.283138)  0.216
Mg (-1.540900, 0.240517, -1.066780)  0.046
H (-2.271400, -3.208920, -1.130603)  0.007
H (-2.815847, -2.710719, 0.474727)  0.003

Forces on atoms 1 to 2 (eV/Å):
O -0.916 -0.078 0.329
C 0.974 0.283 -0.436

Energy relative to the best compared isomer or geometry (same formula, charge and spin)   31.9 kJ/mol
Strongest force on any atom   1.73 eV Å⁻¹
Spin multiplicity   6
Highest occupied orbital energy (spin up / spin down)   -6.579 / -6.630 eV
Orbital gap (spin up / spin down)   0.24278 / 0.21716 Eh
Charge   0
LUMO level (spin up / spin down)   0.03 / -0.72 eV

=====

Copy entry 1 word for word.
C5H9FO2 | wB97M-V/def2-TZVPD

Last column: natural (NBO) charge in e.
Geometry (Å):
C (1.232531, 0.843313, -0.002690)  -0.148
C (-0.114495, 1.112047, -1.004314)  0.163
C (-0.041606, -0.350002, 1.433920)  0.904
C (-0.038807, 0.102851, -2.224653)  -0.665
C (-0.751787, -1.565366, 1.845674)  -0.709
O (0.827050, -0.374479, 0.518127)  -0.396
O (-1.129493, 1.045788, -0.203267)  -0.757
F (-0.124819, 0.609196, 2.414073)  -0.313
H (2.075783, 0.671205, -0.624059)  0.203
H (1.118444, 1.618085, 0.625870)  0.202
H (0.025632, 2.215137, -1.239064)  0.145
H (-0.146607, -0.961496, -1.802285)  0.204
H (0.750302, 0.403811, -2.902016)  0.204
H (-0.886618, 0.301471, -2.712490)  0.212
H (-1.746718, -1.452855, 2.143703)  0.264
H (-0.331554, -1.836370, 2.725295)  0.238
H (-0.717238, -2.382333, 1.008176)  0.248

Forces on atoms 1 to 2 (eV/Å):
C -1.646 -1.548 -4.157
C 1.698 0.776 0.072

Energy relative to the best compared isomer or geometry (same formula, charge and spin)   404.7 kJ/mol
Strongest force on any atom   4.73 eV Å⁻¹
Highest occupied orbital energy (spin up / spin down)   -8.148 / -8.148 eV
Orbital gap (spin up / spin down)   0.31605 / 0.31608 Eh
Charge   0
LUMO level (spin up / spin down)   0.45 / 0.45 eV